w | 14
Properties=species:S:1:pos:R:3:mulliken_charge:R:1 method="wB97M-V/def2-TZVPD" gap_ev=8.63 smiles="O=N/N=N/[N+](=O)[O-].CN=C=O"
O 1.862 -0.602 2.380 -0.374
O 2.848 2.526 1.732 -0.558
O 2.452 2.441 -0.387 -0.569
O 3.819 -1.716 -1.735 -0.552
N 1.251 -1.117 0.197 -0.255
N 3.638 -0.926 -0.907 0.486
N 2.880 2.000 0.629 1.146
N 3.663 0.786 0.592 -0.453
N 3.694 0.162 -0.444 0.472
C 1.441 -0.946 1.383 0.569
C 0.273 -1.685 -0.675 -0.757
H -0.339 -0.928 -1.187 0.277
H 0.907 -2.138 -1.358 0.257
H -0.352 -2.381 -0.098 0.311

***

x | 14
Properties=species:S:1:pos:R:3:mulliken_charge:R:1 method="wB97M-V/def2-TZVPD" gap_ev="8.97 / 8.97"
O 2.720 1.043 -0.419 -0.561
O -1.520 -1.577 -1.175 -0.374
O 1.726 -0.686 0.628 -0.463
O 3.843 -0.815 0.355 -0.332
N -1.442 -1.909 -0.008 -0.015
N -0.182 0.627 -0.453 -0.244
N -0.685 -1.191 0.804 0.251
N -0.004 -0.052 0.631 0.100
N 6.097 -0.446 -0.418 -0.442
C 2.696 -0.008 0.141 0.658
C 5.015 -0.563 -0.070 0.525
H 0.349 1.493 -0.477 0.296
H -0.382 0.178 -1.346 0.281
H -0.605 -1.545 1.753 0.319

***

Stability, highest: x

***

w | 10
Properties=species:S:1:pos:R:3:mulliken_charge:R:1 method="wB97M-V/def2-TZVPD" gap_ev=10.10 smiles="C=N.C=N"
N -1.905 -3.182 0.915 -0.457
N 2.849 3.048 -0.252 -0.473
C 1.785 2.673 -0.810 -0.207
C -2.593 -2.410 0.198 -0.233
H -2.096 -1.650 -0.412 0.216
H -2.135 -4.166 0.994 0.244
H 0.892 3.298 -0.729 0.215
H -3.688 -2.336 0.285 0.230
H 1.600 1.687 -1.264 0.221
H 3.370 2.406 0.335 0.244

***

x | 10
Properties=species:S:1:pos:R:3:mulliken_charge:R:1 method="wB97M-V/def2-TZVPD" gap_ev=10.71 smiles="C=N.C=N"
N -1.038 3.751 -4.510 -0.479
N 0.471 -2.669 4.510 -0.464
C 1.207 -3.591 4.974 -0.238
C -0.708 2.634 -5.003 -0.246
H -1.148 1.755 -4.718 0.239
H -0.576 4.711 -4.530 0.242
H 0.063 2.364 -5.637 0.244
H -0.477 -2.717 4.741 0.233
H 2.209 -3.610 4.585 0.252
H 0.914 -4.336 5.736 0.218

***

Stability, highest: x